Entry 1:
{"formula": "C22H20IrN3OS", "method": "the ωB97M-V functional and the def2-TZVPD basis", "symbols": ["Ir", "C", "C", "N", "C", "C", "C", "C", "C", "C", "C", "N", "C", "C", "C", "C", "C", "C", "C", "C", "N", "C", "H", "H", "H", "H", "H", "H", "H", "H", "H", "H", "H", "H", "O", "S", "C", "C", "C", "C", "H", "H", "H", "H", "H", "H", "H", "H"], "xyz": [[0.628476, 0.171406, 0.660159], [3.395444, 1.884709, -2.237579], [2.911790, 1.088099, -1.200233], [1.622429, 0.782822, -1.073017], [0.744798, 1.195082, -2.013195], [1.142002, 2.015598, -3.081213], [2.504571, 2.367863, -3.166851], [0.172411, 2.425711, -4.019100], [-1.106184, 1.952843, -3.902437], [-1.478588, 1.110715, -2.839067], [-0.574503, 0.742593, -1.858231], [-0.795199, -0.007654, -0.692891], [-1.975620, -0.597484, -0.231277], [-3.216487, -0.659407, -0.846746], [-4.326559, -1.226893, -0.200235], [-4.216309, -1.777246, 1.049065], [-2.954172, -1.813705, 1.672820], [-2.713679, -2.446022, 2.908166], [-1.436195, -2.487565, 3.418907], [-0.417945, -1.843164, 2.722770], [-0.632325, -1.203540, 1.571223], [-1.864597, -1.210707, 1.024773], [4.449319, 2.115867, -2.289155], [3.589921, 0.670023, -0.465967], [2.836104, 2.997534, -3.983538], [0.455369, 3.088928, -4.825992], [-1.852801, 2.215609, -4.638684], [-2.499815, 0.787546, -2.808490], [-3.375036, -0.270001, -1.832617], [-5.279293, -1.224857, -0.710574], [-5.077689, -2.193582, 1.554547], [-3.535819, -2.912331, 3.436960], [-1.210534, -3.000254, 4.342232], [0.597749, -1.849896, 3.097812], [-1.521294, 2.285232, 0.600428], [-0.213622, 2.303938, 1.271130], [-0.449574, 3.294659, 2.790037], [0.568832, 4.418115, 2.700651], [0.642974, 4.822057, 1.222143], [0.847363, 3.525972, 0.446331], [-0.364569, 2.667783, 3.675647], [-1.478859, 3.632906, 2.665231], [1.545219, 4.079241, 3.051796], [0.258954, 5.260378, 3.317782], [1.451944, 5.528843, 1.047437], [-0.288449, 5.295919, 0.908356], [1.877738, 3.172495, 0.506620], [0.520167, 3.556657, -0.591671]], "atomic_forces_ev_per_a": [[-2.382, -0.270, -2.028], [-0.056, -0.069, -0.125], [0.039, -0.038, -0.061], [1.069, 0.844, 1.209], [0.076, -0.029, -0.242], [0.121, 0.013, -0.118], [-0.011, -0.035, 0.065], [-0.074, -0.038, -0.092], [0.100, -0.080, 0.023], [-0.061, 0.037, 0.154], [-0.813, 0.199, 0.045], [1.316, -1.054, 0.118], [-0.452, 0.542, -0.448], [0.082, 0.164, 0.001], [0.093, -0.071, 0.069], [-0.111, 0.012, -0.109], [-0.036, -0.111, 0.110], [0.094, 0.012, 0.013], [-0.055, -0.101, -0.108], [-0.071, -0.024, -0.038], [0.837, 0.659, 1.653], [-0.117, -0.110, -0.004], [0.009, -0.054, -0.016], [-0.062, 0.141, 0.135], [0.021, 0.024, 0.035], [0.003, -0.054, -0.032], [-0.018, 0.036, 0.034], [-0.024, 0.085, -0.065], [-0.079, -0.048, -0.004], [0.004, 0.011, -0.008], [0.023, -0.062, -0.029], [0.002, 0.005, -0.002], [0.003, 0.010, 0.004], [-0.011, 0.125, 0.038], [0.027, 0.118, 0.395], [-0.032, -0.389, -1.195], [0.488, -0.449, 0.438], [-0.002, 0.174, -0.218], [-0.079, -0.037, 0.145], [0.186, 0.132, 0.243], [-0.023, -0.005, -0.006], [-0.018, -0.081, -0.076], [-0.001, 0.038, 0.037], [-0.004, -0.068, 0.086], [0.026, -0.052, -0.088], [0.001, 0.019, 0.039], [-0.006, 0.005, 0.021], [-0.025, -0.077, 0.001]], "lowdin_charge": [1.21, 0.00, -0.08, -0.08, -0.21, -0.14, 0.06, 0.02, -0.01, 0.05, -0.19, -0.05, -0.19, 0.05, -0.01, 0.02, -0.13, 0.06, 0.00, -0.07, -0.09, -0.18, 0.13, 0.13, 0.14, 0.14, 0.13, 0.10, 0.10, 0.13, 0.14, 0.14, 0.13, 0.13, -0.42, 0.84, -0.24, -0.20, -0.20, -0.28, 0.11, 0.12, 0.13, 0.14, 0.13, 0.13, 0.09, 0.10], "homo_energy_ha": [-0.513, -0.513], "de_lowest_kj_mol": 68.6, "charge": 2, "orbital_gap_ev": [5.428, 5.431]}

=====

Entry 2:
{"formula": "C22H20IrN6O5", "method": "the ωB97M-V functional and the def2-TZVPD basis", "symbols": ["Ir", "O", "N", "N", "O", "C", "C", "C", "C", "C", "C", "H", "H", "H", "H", "H", "O", "C", "C", "C", "C", "C", "C", "C", "N", "C", "C", "N", "H", "H", "H", "H", "H", "H", "H", "O", "C", "N", "C", "O", "C", "C", "C", "C", "N", "C", "H", "H", "H", "H", "H", "H", "H", "H"], "xyz": [[0.096932, -0.292656, -0.038019], [-1.716096, -1.422174, -0.637629], [-2.821351, -0.801747, -0.532354], [-2.702443, 0.418735, -0.216476], [-1.506590, 0.975888, -0.058790], [-3.860166, 1.259902, -0.030026], [-3.671294, 2.629413, 0.018868], [-4.783370, 3.440521, 0.191583], [-6.046511, 2.881397, 0.308723], [-6.206043, 1.502280, 0.258556], [-5.110248, 0.673333, 0.092280], [-2.681180, 3.047783, -0.074420], [-4.656027, 4.513173, 0.232744], [-6.909346, 3.518791, 0.443784], [-7.189448, 1.064202, 0.356959], [-5.221787, -0.400115, 0.060417], [1.180799, -1.381840, 1.175893], [2.372056, -1.972987, 1.020157], [3.086823, -2.268149, 2.185999], [4.351026, -2.808894, 2.120470], [4.935234, -3.072208, 0.881209], [4.225893, -2.817108, -0.271553], [2.932407, -2.280874, -0.233355], [2.183359, -2.105449, -1.474190], [1.038123, -1.456675, -1.628263], [0.676166, -1.538321, -2.955603], [1.616867, -2.258883, -3.612388], [2.550423, -2.611494, -2.670627], [2.611318, -2.044299, 3.131321], [4.891672, -3.026371, 3.031451], [5.933252, -3.482130, 0.822591], [4.697484, -3.025130, -1.224131], [-0.231162, -1.097598, -3.327224], [1.698557, -2.553776, -4.642302], [3.372980, -3.162745, -2.844267], [6.954384, -0.709338, -3.650279], [7.002748, 0.671327, -3.458989], [6.192207, 1.090132, -2.316294], [4.888908, 0.768887, -2.267823], [4.330681, 0.158199, -3.172579], [4.120705, 1.119971, -1.024882], [4.684215, 1.399923, 0.210717], [3.853482, 1.597405, 1.303456], [2.490256, 1.467125, 1.130907], [1.935009, 1.191442, -0.058263], [2.738398, 1.046750, -1.113770], [6.051034, -0.907694, -3.931509], [6.671348, 1.210313, -4.350343], [8.033491, 0.936174, -3.235855], [6.605959, 1.666009, -1.604693], [5.757637, 1.424549, 0.349927], [4.253668, 1.815992, 2.282741], [1.809424, 1.568919, 1.966178], [2.278636, 0.819521, -2.066135]], "atomic_forces_ev_per_a": [[0.033, -0.315, 0.388], [-0.277, 0.159, -0.123], [0.052, -0.010, 0.023], [0.020, 0.011, 0.000], [-0.021, 0.184, -0.088], [0.126, -0.121, -0.014], [-0.044, 0.015, 0.007], [0.005, -0.023, -0.004], [0.006, -0.008, 0.002], [-0.005, -0.002, 0.000], [-0.038, 0.031, 0.006], [0.004, -0.001, -0.004], [-0.005, 0.011, 0.000], [-0.005, 0.005, 0.000], [-0.011, 0.006, 0.001], [0.008, 0.000, -0.001], [-0.014, -0.101, -0.032], [0.145, 0.097, 0.066], [-0.027, 0.065, -0.007], [0.040, -0.031, -0.057], [-0.013, 0.007, 0.076], [-0.027, 0.030, -0.025], [-0.019, -0.034, -0.055], [0.041, -0.037, 0.043], [-0.017, 0.098, -0.253], [0.027, -0.071, 0.045], [0.028, -0.013, 0.007], [-0.036, 0.017, -0.010], [0.017, -0.007, 0.020], [0.003, 0.004, 0.012], [0.012, -0.008, -0.006], [-0.003, 0.000, -0.003], [-0.013, 0.008, 0.005], [0.007, 0.002, -0.010], [-0.013, 0.000, 0.011], [-0.030, -0.006, 0.031], [0.055, 0.006, 0.014], [-0.007, 0.090, 0.000], [-0.001, -0.047, 0.041], [-0.017, -0.035, -0.022], [-0.014, 0.064, -0.046], [0.026, -0.047, 0.043], [-0.031, 0.011, -0.039], [-0.060, 0.087, -0.003], [0.060, -0.039, -0.042], [0.018, 0.011, 0.044], [0.033, -0.011, -0.029], [-0.041, -0.020, 0.018], [-0.009, 0.027, -0.048], [0.011, -0.051, 0.031], [0.003, 0.014, -0.015], [0.008, -0.006, -0.001], [-0.004, -0.016, 0.005], [0.017, -0.001, 0.001]], "lowdin_charge": [1.61, -0.21, 0.01, -0.19, -0.27, -0.17, -0.01, -0.06, -0.07, -0.06, -0.01, 0.11, 0.11, 0.11, 0.11, 0.11, -0.25, -0.32, 0.00, -0.05, -0.06, -0.02, -0.09, -0.27, -0.06, -0.10, -0.04, 0.14, 0.13, 0.11, 0.11, 0.11, 0.12, 0.13, 0.16, -0.02, -0.23, 0.11, -0.43, 0.05, -0.09, 0.02, -0.02, -0.12, -0.04, -0.07, 0.07, 0.14, 0.13, 0.13, 0.12, 0.12, 0.12, 0.12], "homo_energy_ha": [-0.407, -0.415], "de_lowest_kj_mol": 0.0, "charge": 1, "spin_multiplicity": 5, "orbital_gap_ev": [8.203, 6.512]}